{
  "formula": "H14O7",
  "method": "the ωB97M-V functional and the def2-TZVPD basis",
  "elements": ["O", "H", "H", "O", "H", "H", "O", "H", "H", "O", "H", "H", "O", "H", "H", "O", "H", "H", "O", "H", "H"],
  "positions_angstrom": [[2.685, 2.663, -0.247], [2.983, 1.749, -0.217], [2.016, 2.714, 0.441], [0.101, -0.483, -0.445], [-0.482, -0.653, 0.305], [0.941, -0.180, -0.062], [-2.780, -0.159, 0.968], [-3.683, -0.282, 1.285], [-2.387, 0.491, 1.559], [-3.115, -1.374, -1.739], [-2.276, -1.433, -2.208], [-2.928, -0.809, -0.977], [2.741, -0.230, 0.958], [3.579, -0.294, 0.484], [2.972, -0.351, 1.886], [-0.737, 2.796, -0.570], [-0.677, 1.943, -0.122], [-0.998, 3.442, 0.095], [0.956, -3.469, -0.504], [0.143, -3.494, 0.011], [0.945, -2.587, -0.899]],
  "forces_ev_per_angstrom": [[0.15, 0.04, 0.02], [-0.10, 0.06, 0.08], [-0.06, 0.02, -0.12], [0.02, 0.28, 0.15], [0.04, -0.11, -0.11], [-0.12, -0.23, 0.03], [0.09, 0.01, 0.14], [0.10, -0.03, -0.03], [-0.17, 0.04, -0.04], [0.06, 0.02, 0.08], [-0.05, 0.04, 0.03], [0.05, -0.04, -0.13], [0.20, 0.13, -0.06], [-0.10, -0.18, 0.07], [-0.06, 0.00, -0.08], [0.03, 0.07, 0.16], [-0.03, 0.00, -0.19], [-0.01, -0.12, -0.03], [0.01, 0.11, -0.03], [0.03, -0.05, -0.06], [-0.08, -0.05, 0.12]],
  "nbo_charge": [-0.93, 0.46, 0.47, -0.97, 0.47, 0.49, -0.96, 0.49, 0.48, -0.96, 0.47, 0.48, -0.96, 0.48, 0.49, -0.93, 0.47, 0.46, -0.95, 0.46, 0.48],
  "smiles": "O.O.O.O.O.O.O",
  "total_charge": 0,
  "homo_ev": -10.91,
  "e_lumo_ev": -0.22,
  "de_lowest_ev": 1.782,
  "orbital_gap_ev": 10.683
}